Record 1
ORCA calculation (wB97M-V/def2-TZVPD) on a 2-piece molecular cluster, C6H9NO overall.

Atoms and positions in Å:
C  1.267  -0.475  1.126
C  0.941  0.089  -0.224
C  0.318  1.248  -0.460
C  -0.260  2.166  0.560
H  1.575  -1.513  1.048
H  2.106  0.081  1.562
H  0.416  -0.371  1.813
H  1.418  -0.416  -1.056
H  0.305  1.630  -1.471
H  -1.222  2.549  0.220
H  0.406  3.032  0.686
H  -0.392  1.682  1.531
C  -1.058  -3.076  -0.866
C  -1.505  -1.971  -1.115
N  -1.728  -0.820  -1.702
O  -1.720  0.247  -1.067
H  -0.868  -4.081  -0.582

Output
Spin multiplicity: 1
LUMO level (alpha / beta) in eV: -1.3 / -1.3
Total energy in eV: -9899.3164
Kohn-Sham gap (alpha / beta) in Ha: 0.2719 / 0.2718
Relative energy (zero: lowest compared OMol25 entry of this formula, charge and spin) in eV: 6.288
HOMO energy (alpha / beta) in eV: -8.696 / -8.694

Record 2
ORCA calculation (wB97M-V/def2-TZVPD) on one molecule with the formula C6H9NO.

Atoms and positions in Å:
C  -2.494  0.227  -1.012
C  -1.172  0.131  -1.074
C  -0.297  -0.316  0.023
C  -0.717  -1.160  0.976
C  1.077  0.227  0.026
C  2.144  -0.404  0.871
N  1.031  1.874  -0.144
O  1.534  0.891  -1.069
H  -3.044  0.020  -0.106
H  -3.074  0.530  -1.870
H  -0.659  0.390  -1.993
H  -1.709  -1.581  0.940
H  -0.091  -1.476  1.793
H  2.052  -0.045  1.897
H  3.121  -0.097  0.501
H  2.084  -1.489  0.861
H  0.215  2.278  -0.621

Output
Spin multiplicity: 1
LUMO level in eV: 0.6
Total energy in eV: -9901.3264
Kohn-Sham gap in Ha: 0.3506
Relative energy (zero: lowest compared OMol25 entry of this formula, charge and spin) in eV: 4.278
HOMO energy in eV: -8.988

Record 3
ORCA calculation (wB97M-V/def2-TZVPD) on a 2-piece molecular cluster, C6H9NO overall.

Atoms and positions in Å:
C  -2.261  -0.781  0.987
C  -1.067  -1.344  0.109
C  0.244  -0.384  -0.140
C  0.886  0.268  0.913
C  1.940  0.981  0.381
C  0.886  -0.032  -1.338
H  -1.966  0.022  1.842
H  -2.887  -1.718  1.398
H  -2.711  -0.145  0.126
H  -0.584  -2.082  1.032
H  -1.405  -1.787  -0.785
H  1.210  -0.390  1.810
H  2.924  1.381  0.779
H  0.666  2.579  -2.126
H  0.406  0.353  -2.317
N  1.729  0.926  -0.887
O  1.990  2.154  -1.784

Output
Spin multiplicity: 1
LUMO level in eV: -0.8
Total energy in eV: -9897.2700
Kohn-Sham gap in Ha: 0.2858
Relative energy (zero: lowest compared OMol25 entry of this formula, charge and spin) in eV: 8.334
HOMO energy in eV: -8.534